{
  "formula": "C28H60BrF24N5O29S8",
  "method": "ωB97M-V with the def2-TZVPD basis set",
  "multiplicity": 2,
  "homo_ev": [-3.60, -3.25],
  "total_charge": -3,
  "symbols": ["C", "C", "C", "O", "C", "N", "H", "H", "H", "H", "H", "H", "H", "H", "H", "H", "H", "H", "C", "C", "C", "O", "C", "N", "H", "H", "H", "H", "H", "H", "H", "H", "H", "H", "H", "H", "C", "C", "C", "O", "C", "N", "H", "H", "H", "H", "H", "H", "H", "H", "H", "H", "H", "H", "C", "C", "C", "O", "C", "N", "H", "H", "H", "H", "H", "H", "H", "H", "H", "H", "H", "H", "C", "C", "C", "O", "C", "N", "H", "H", "H", "H", "H", "H", "H", "H", "H", "H", "H", "H", "C", "F", "F", "F", "S", "O", "O", "O", "C", "F", "F", "F", "S", "O", "O", "O", "C", "F", "F", "F", "S", "O", "O", "O", "C", "F", "F", "F", "S", "O", "O", "O", "C", "F", "F", "F", "S", "O", "O", "O", "C", "F", "F", "F", "S", "O", "O", "O", "C", "F", "F", "F", "S", "O", "O", "O", "C", "F", "F", "F", "S", "O", "O", "O", "Br"],
  "coordinates": [[10.2659, -15.1800, 2.1700], [9.1872, -15.1345, 1.0330], [7.9528, -15.9506, 1.1593], [7.4288, -15.6812, 2.4892], [7.3050, -16.7770, 3.3147], [8.7222, -13.7034, 0.8475], [8.4733, -13.3284, 1.7516], [9.4324, -13.1150, 0.4359], [7.9070, -13.5781, 0.2645], [10.4939, -16.2333, 2.3331], [9.8073, -14.8850, 3.1138], [11.1489, -14.5678, 1.9866], [9.6239, -15.3295, 0.0535], [8.2521, -16.9984, 1.1833], [7.3290, -15.8381, 0.2725], [7.1088, -16.3868, 4.3133], [8.2452, -17.3083, 3.4622], [6.5323, -17.4705, 2.9830], [4.2390, -15.2402, 2.5170], [3.0854, -14.3114, 3.0932], [3.4862, -12.8626, 3.3444], [2.3746, -12.0711, 3.8223], [2.7534, -10.8795, 4.5356], [1.8635, -14.4901, 2.1421], [1.2439, -13.6932, 2.1073], [2.2155, -14.5388, 1.1967], [1.3317, -15.3100, 2.3970], [4.5560, -15.9016, 3.3234], [5.0901, -14.5774, 2.3608], [3.9764, -15.7344, 1.5816], [2.7083, -14.6906, 4.0430], [3.9667, -12.3467, 2.5131], [4.2214, -12.7697, 4.1437], [1.9685, -10.1508, 4.7383], [3.4987, -10.2232, 4.0863], [3.2186, -11.2323, 5.4560], [13.1754, -12.1273, 3.3102], [14.6108, -11.5673, 3.4913], [15.3571, -12.1856, 4.6693], [16.6367, -11.6023, 4.9576], [16.6107, -10.2612, 5.5892], [15.2866, -11.5000, 2.1491], [14.6812, -10.9010, 1.6061], [16.1399, -10.9610, 2.1876], [15.2508, -12.4599, 1.8369], [12.5354, -11.5386, 2.6530], [12.7059, -12.1398, 4.2938], [13.1816, -13.1562, 2.9505], [14.5225, -10.5126, 3.7519], [15.6093, -13.2048, 4.3764], [14.6878, -12.4201, 5.4970], [15.6526, -10.0373, 6.0583], [16.8104, -9.5241, 4.8115], [17.3156, -10.0867, 6.4021], [16.0923, -18.2399, -0.6507], [15.9360, -18.5752, 0.7985], [15.4083, -17.3498, 1.5591], [15.2688, -17.6462, 2.9082], [14.2693, -16.8114, 3.4563], [15.0448, -19.8852, 0.8368], [15.5280, -20.5906, 0.2992], [14.8590, -20.2111, 1.7746], [14.2178, -19.7808, 0.2665], [16.4486, -17.2140, -0.7435], [15.2573, -18.1478, -1.3452], [16.8397, -18.9189, -1.0612], [16.8372, -19.0001, 1.2404], [14.4599, -17.0756, 1.0972], [15.9671, -16.4139, 1.5510], [13.2988, -17.0428, 3.0174], [14.3951, -15.7317, 3.3758], [14.1729, -17.1486, 4.4883], [9.6195, -13.9778, 7.9088], [11.0992, -13.8016, 7.4780], [11.5114, -14.7983, 6.2688], [12.8550, -14.6470, 5.9164], [13.8240, -15.1764, 6.8417], [11.2535, -12.3245, 7.0760], [10.5984, -11.7238, 7.5556], [12.1783, -12.0723, 7.3944], [11.1324, -12.2466, 6.0763], [9.5172, -15.0430, 8.1164], [8.9627, -13.6495, 7.1032], [9.3574, -13.2859, 8.7092], [11.6999, -13.8877, 8.3835], [11.0306, -14.4724, 5.3465], [11.3098, -15.8695, 6.2640], [14.8021, -14.9952, 6.3961], [13.8067, -16.2629, 6.9266], [13.8567, -14.6500, 7.7956], [6.9504, -15.0959, -2.9619], [5.7830, -15.7356, -2.9158], [8.0315, -15.6228, -2.3360], [7.2656, -15.1963, -4.2744], [6.6476, -13.2528, -2.3996], [5.2970, -12.9596, -2.9797], [6.7334, -13.2957, -0.9350], [7.8237, -12.5611, -3.0099], [6.2402, -10.2819, 1.5804], [6.3368, -11.0390, 2.6770], [6.8949, -10.8146, 0.5466], [4.9662, -10.2019, 1.2180], [6.8286, -8.4110, 1.7882], [5.8326, -7.7578, 2.6763], [8.1767, -8.4858, 2.4040], [6.8163, -7.7996, 0.4169], [10.8921, -10.9456, -0.3907], [11.3945, -10.9967, -1.6892], [9.5500, -10.7092, -0.3300], [11.1655, -12.0602, 0.2785], [11.8283, -9.4705, 0.5354], [11.0936, -9.1421, 1.7592], [13.2126, -9.8922, 0.7832], [11.7749, -8.4093, -0.4615], [13.4236, -14.8926, -1.4361], [13.0970, -14.4789, -2.6940], [12.4082, -14.8472, -0.5844], [13.8418, -16.1922, -1.4732], [15.0023, -13.7941, -0.7574], [16.2146, -14.3186, -1.3228], [14.6314, -12.4157, -1.1243], [15.1064, -13.9378, 0.6901], [5.8638, -15.5318, 6.5951], [5.3080, -14.9250, 5.4854], [5.8346, -16.8201, 6.3028], [7.1053, -15.1410, 6.7083], [4.8402, -15.2273, 8.2814], [5.4661, -16.1512, 9.2966], [4.9826, -13.7909, 8.5423], [3.4353, -15.5729, 8.0056], [11.7284, -19.6004, 2.8845], [11.1930, -18.7026, 3.6842], [10.7141, -20.3875, 2.4020], [12.3689, -18.9851, 1.8819], [12.8839, -20.6985, 3.9470], [13.8360, -19.8754, 4.7280], [12.0250, -21.3738, 4.8791], [13.5130, -21.5810, 2.9296], [4.6380, -18.4286, -0.0656], [4.5161, -18.8457, 1.1727], [5.3588, -17.2639, -0.0685], [5.3163, -19.3697, -0.8015], [2.9315, -18.1629, -0.7647], [3.1065, -17.8612, -2.2024], [2.2082, -19.4123, -0.5599], [2.3300, -17.0348, -0.0152], [10.3818, -18.6716, -1.4158], [10.5698, -17.6501, -2.2653], [10.5079, -18.1711, -0.2084], [9.1366, -19.1234, -1.6251], [11.7849, -20.0417, -1.6779], [11.5505, -21.1252, -0.7217], [11.6058, -20.5205, -3.0376], [13.0522, -19.3356, -1.5034], [9.5462, -11.7020, 3.7962]]
}

***

{
  "formula": "C35H27BrCl3MoN4O6",
  "method": "ωB97M-V with the def2-TZVPD basis set",
  "multiplicity": 3,
  "e_above_lowest_kcal_mol": 0.00,
  "homo_ev": [-4.49, -5.04],
  "total_charge": -1,
  "symbols": ["Mo", "O", "C", "N", "C", "C", "C", "C", "C", "C", "N", "C", "O", "C", "C", "C", "C", "C", "N", "C", "C", "C", "C", "C", "N", "H", "H", "H", "H", "H", "H", "H", "H", "H", "H", "H", "H", "Cl", "C", "C", "C", "Cl", "C", "O", "C", "Cl", "C", "H", "H", "Br", "C", "C", "C", "C", "C", "C", "C", "O", "O", "H", "H", "H", "H", "C", "C", "C", "C", "O", "H", "H", "H", "H", "H", "H", "H", "H", "H"],
  "coordinates": [[-20.4181, -4.1359, 5.1452], [-16.1649, -4.2862, 4.4347], [-17.3583, -4.5168, 4.6124], [-18.2801, -3.9682, 5.3988], [-17.9444, -3.0095, 6.3567], [-16.8108, -2.1783, 6.2229], [-16.6252, -1.2315, 7.2256], [-17.5176, -1.1157, 8.2884], [-18.6164, -1.9710, 8.4189], [-18.8303, -2.8279, 7.3751], [-19.9160, -3.6382, 7.1086], [-20.7444, -4.0860, 8.0839], [-20.6438, -3.8345, 9.2875], [-21.6745, -5.1393, 7.6473], [-22.5790, -5.7031, 8.5302], [-23.4393, -6.7205, 8.0055], [-23.3226, -7.1368, 6.6879], [-22.3845, -6.5120, 5.9102], [-21.4873, -5.6279, 6.3793], [-17.9384, -5.7198, 3.9321], [-17.1919, -6.5194, 3.1051], [-17.7708, -7.7279, 2.6530], [-19.0896, -8.0215, 3.0704], [-19.7653, -7.0799, 3.8159], [-19.1873, -5.9428, 4.2798], [-16.2223, -2.2230, 5.2707], [-15.8605, -0.4914, 7.0600], [-17.3697, -0.3883, 9.0477], [-19.2753, -1.9866, 9.2671], [-22.7062, -5.3251, 9.5343], [-24.1716, -7.2563, 8.6544], [-23.9778, -7.8958, 6.2412], [-22.4082, -6.6398, 4.8679], [-16.1360, -6.3020, 2.8263], [-17.1987, -8.4500, 2.0927], [-19.6427, -8.9162, 2.6855], [-20.7461, -7.2941, 4.1270], [-19.8985, -6.8146, -2.1451], [-20.2743, -6.1417, -0.5352], [-19.6710, -4.9794, -0.1304], [-19.9423, -4.4535, 1.1324], [-19.1507, -3.0143, 1.6676], [-20.8904, -5.0852, 2.0016], [-21.2402, -4.6110, 3.1790], [-21.4686, -6.2463, 1.5319], [-22.6883, -7.1094, 2.4651], [-21.2287, -6.7798, 0.2356], [-18.9297, -4.5183, -0.7289], [-21.7550, -7.6979, -0.0034], [-17.6691, 3.6621, 5.3862], [-18.7218, 2.1835, 5.8035], [-19.7079, 2.2186, 6.8215], [-20.5559, 1.1550, 6.9778], [-20.4250, 0.0228, 6.1994], [-19.4310, -0.0452, 5.2640], [-18.6515, 1.0737, 5.0148], [-19.1671, -1.2571, 4.4051], [-18.1466, -1.2549, 3.7188], [-19.9781, -2.2425, 4.6326], [-19.8763, 3.1397, 7.3230], [-21.3081, 1.2286, 7.7296], [-20.9974, -0.8866, 6.4279], [-17.9262, 0.9286, 4.2587], [-24.1074, -3.8240, 3.8691], [-23.2017, -2.8083, 4.5637], [-24.1277, -2.1312, 5.6017], [-22.6032, -1.8168, 3.5706], [-22.2290, -3.4175, 5.3100], [-24.8645, -3.2410, 3.3862], [-24.6015, -4.4908, 4.5916], [-23.5473, -4.3551, 3.1575], [-24.8778, -1.6790, 4.9309], [-23.5868, -1.3439, 6.1739], [-24.6131, -2.8097, 6.2806], [-23.2948, -1.3746, 2.8897], [-21.8426, -2.3941, 3.0294], [-22.1232, -0.9884, 4.1101]]
}

***

{
  "formula": "C52H39ClN5O2PS2V",
  "method": "ωB97M-V with the def2-TZVPD basis set",
  "multiplicity": 4,
  "e_above_lowest_kcal_mol": 59.28,
  "homo_ev": [-11.64, -11.64],
  "total_charge": 2,
  "symbols": ["V", "S", "C", "C", "C", "C", "C", "C", "N", "C", "C", "C", "C", "C", "C", "C", "C", "N", "C", "C", "C", "C", "C", "S", "C", "H", "H", "H", "H", "H", "H", "H", "H", "H", "H", "H", "H", "Cl", "C", "C", "C", "C", "C", "C", "P", "C", "C", "C", "C", "C", "C", "C", "C", "C", "C", "C", "C", "H", "H", "H", "H", "H", "H", "H", "H", "H", "H", "H", "H", "H", "H", "O", "C", "C", "C", "C", "C", "C", "N", "C", "O", "N", "C", "C", "C", "C", "N", "C", "C", "C", "H", "H", "H", "H", "H", "H", "H", "H", "H", "H", "H", "H", "H"],
  "coordinates": [[-0.7682, -0.0825, 0.0133], [-2.0472, 3.5794, 5.9084], [-1.6633, 2.7353, 7.3354], [-1.0219, 1.5601, 7.0822], [-0.8377, 1.3339, 5.7038], [-1.3401, 2.3430, 4.9169], [-1.3695, 2.4377, 3.4683], [-0.8585, 1.3927, 2.6746], [-0.9229, 1.3820, 1.3523], [-1.4592, 2.4499, 0.7145], [-1.9745, 3.5566, 1.4053], [-2.5263, 4.6361, 0.6391], [-2.5433, 4.6032, -0.7120], [-2.0002, 3.4920, -1.4386], [-1.9646, 3.4080, -2.8346], [-1.3971, 2.3036, -3.4630], [-0.8773, 1.2918, -2.6376], [-0.9175, 1.3312, -1.3155], [-1.4640, 2.4184, -0.7116], [-1.3187, 2.1771, -4.9089], [-0.7654, 1.1603, -5.6489], [-0.8349, 1.3884, -7.0389], [-1.4434, 2.5677, -7.3446], [-1.9374, 3.4159, -5.9528], [-1.9270, 3.5256, 2.8019], [-1.9331, 3.1530, 8.2916], [-0.6946, 0.8833, 7.8561], [-0.3431, 0.4530, 5.3209], [-0.3847, 0.5378, 3.1406], [-2.9298, 5.4855, 1.1744], [-2.9600, 5.4273, -1.2760], [-2.3728, 4.2142, -3.4306], [-0.4161, 0.4160, -3.0738], [-0.3257, 0.2701, -5.2205], [-0.4413, 0.7113, -7.7818], [-1.6307, 2.9886, -8.3190], [-2.3302, 4.3554, 3.3684], [-1.4497, -1.6660, 1.6768], [-2.2521, -3.0070, 0.8915], [-2.9421, -3.9125, 1.6737], [-3.6036, -4.9597, 1.0503], [-3.5841, -5.0744, -0.3321], [-2.8768, -4.1616, -1.0995], [-2.1851, -3.1160, -0.4934], [-1.0538, -2.0033, -1.3983], [0.4616, -3.0207, -1.4476], [1.6370, -2.3559, -1.8077], [2.8401, -3.0390, -1.8507], [2.8847, -4.3865, -1.5225], [1.7181, -5.0513, -1.1738], [0.5056, -4.3781, -1.1408], [-1.6754, -2.0522, -3.1057], [-2.9401, -1.5122, -3.3528], [-3.4473, -1.4957, -4.6405], [-2.6905, -2.0014, -5.6899], [-1.4271, -2.5208, -5.4511], [-0.9131, -2.5453, -4.1616], [-2.9604, -3.7989, 2.7493], [-4.1410, -5.6797, 1.6512], [-4.1135, -5.8848, -0.8139], [-2.8511, -4.2575, -2.1776], [1.5956, -1.2987, -2.0510], [3.7404, -2.5172, -2.1463], [3.8238, -4.9234, -1.5397], [1.7482, -6.1048, -0.9302], [-0.3932, -4.9184, -0.8779], [-3.5329, -1.1209, -2.5316], [-4.4325, -1.0918, -4.8316], [-3.0865, -1.9879, -6.6963], [-0.8382, -2.9132, -6.2694], [0.0706, -2.9550, -3.9739], [1.8579, -0.7840, 1.1237], [0.9602, -0.4735, 0.5160], [10.2810, -4.8749, -3.5801], [9.4490, -4.0159, -2.6737], [8.1163, -3.7373, -2.9490], [7.3472, -2.9608, -2.0939], [7.9025, -2.4408, -0.9271], [7.1582, -1.7123, 0.0216], [5.9984, -0.9854, -0.0944], [5.2846, -0.7789, 0.8675], [5.7668, -0.4911, -1.3653], [4.6553, 0.2258, -1.8027], [4.5802, 0.6112, -3.1397], [3.4547, 1.2784, -3.5829], [2.4076, 1.4891, -2.7006], [2.4531, 1.1118, -1.4229], [3.5723, 0.5471, -0.9739], [9.2404, -2.7168, -0.6431], [9.9968, -3.4842, -1.5051], [9.6928, -5.2793, -4.4013], [10.7196, -5.7026, -3.0215], [11.1088, -4.2997, -3.9985], [7.6600, -4.1498, -3.8406], [6.2982, -2.8082, -2.3139], [7.4382, -1.8320, 0.9822], [6.5090, -0.6122, -2.0381], [5.4018, 0.4011, -3.8145], [3.3861, 1.6290, -4.6033], [1.5086, 1.9997, -3.0256], [3.6311, 0.3257, 0.0746], [9.6825, -2.3181, 0.2621], [11.0359, -3.6806, -1.2717]]
}